No. 1
The following is a DFT calculation (wB97M-V/def2-TZVPD) of C31H53As2N2O6P2PdS2Si as an isolated structure.

energy	-8141.725672	Eh
gap between HOMO and LUMO (spin up / spin down)	6.882 / 6.426	eV
⟨S²⟩	6.019
charge	+1
spin multiplicity	5
maximum force	0.891	eV/A
E_LUMO (spin up / spin down)	-0.109 / -0.192	Eh
energy above the lowest of the compared OMol25 structures with the same formula, charge and spin	0.785	eV

The geometry in XYZ format:
```
100
Properties=species:S:1:pos:R:3:lowdin_spin:R:1
Pd 0.8238 0.7461 -0.0034 1.473
C -2.8962 -1.8102 -2.2427 0.053
P -2.2305 -1.7126 -0.5606 0.452
C -0.7632 -2.8172 -0.4745 0.044
N -1.0570 -3.9109 0.1679 0.041
C -0.0925 -4.8441 0.3672 0.011
C -0.3999 -6.0319 1.0709 0.004
C 0.5780 -6.9615 1.2526 0.004
C 1.8883 -6.7468 0.7493 0.007
C 2.2014 -5.6046 0.0752 0.002
C 1.1978 -4.6280 -0.1233 0.010
N 1.4995 -3.4838 -0.7909 0.014
C 0.5844 -2.5818 -0.9872 0.020
P 1.2821 -1.0324 -1.7479 0.152
C 0.1661 -0.5328 -3.0901 0.013
C 2.8405 -1.5350 -2.6671 0.029
C 3.2810 -0.3320 -3.5135 0.000
C 2.5536 -2.7143 -3.6069 0.011
C 3.9943 -1.8725 -1.7114 0.002
C -3.6388 -2.2954 0.5102 0.064
C -3.2082 -2.5059 1.9631 0.001
C -4.6812 -1.1672 0.4326 0.005
C -4.2614 -3.5836 -0.0600 0.027
H -3.4340 -2.7566 -2.3307 0.014
H -2.1128 -1.7953 -2.9800 0.000
H -3.5809 -0.9819 -2.4292 0.003
H -1.4059 -6.1708 1.4475 0.000
H 0.3609 -7.8777 1.7871 0.000
H 2.6449 -7.5056 0.9078 0.000
H 3.1951 -5.4187 -0.3157 0.000
H -0.0545 -1.3474 -3.7771 0.004
H 0.6710 0.2585 -3.6419 0.000
H -0.7388 -0.0943 -2.6810 0.000
H 2.5879 -0.1025 -4.3241 0.000
H 4.2400 -0.5880 -3.9709 0.000
H 3.4361 0.5672 -2.9134 0.000
H 1.7833 -2.4734 -4.3439 0.001
H 2.2688 -3.6149 -3.0705 0.000
H 3.4720 -2.9298 -4.1619 0.003
H 4.3224 -0.9902 -1.1631 0.002
H 4.8369 -2.2225 -2.3158 0.000
H 3.7354 -2.6489 -1.0027 0.000
H -4.0708 -2.8969 2.5086 0.000
H -2.3909 -3.2142 2.0599 0.000
H -2.9195 -1.5705 2.4300 0.000
H -4.3125 -0.2139 0.8101 0.001
H -5.5369 -1.4590 1.0468 0.000
H -5.0476 -1.0089 -0.5843 0.000
H -3.5295 -4.3675 -0.2204 0.001
H -4.8134 -3.3993 -0.9835 0.001
H -4.9832 -3.9429 0.6782 0.005
O -0.5608 2.5838 1.1761 0.059
As -2.0206 1.6490 0.7883 0.006
O -3.2822 2.4796 0.2077 0.017
O -1.3288 0.6042 -0.4131 0.350
C -2.4726 0.9780 2.5529 -0.001
C -3.7398 1.3928 2.9483 0.000
C -4.2039 1.1070 4.2284 0.000
C -3.4031 0.4164 5.1210 0.000
C -2.1299 0.0060 4.7406 0.000
C -1.6683 0.2848 3.4665 0.001
S -0.0296 -0.2390 3.0386 0.004
O 0.7606 1.0080 3.0571 0.008
O 0.4045 -1.2206 3.9954 0.003
O -0.1656 -0.7386 1.6606 0.033
H -0.1542 2.2432 2.0075 0.001
H -4.3524 1.9414 2.2433 0.000
H -5.1939 1.4311 4.5221 0.000
H -3.7630 0.1943 6.1176 0.000
H -1.4964 -0.5508 5.4189 0.000
C 2.1063 4.4271 0.3272 0.001
Si 1.1252 4.0795 -1.2266 0.056
C -0.6487 4.6546 -1.1266 -0.002
C 1.9809 4.9574 -2.6469 0.035
C 1.2504 2.2576 -1.6679 0.465
H 2.3804 5.4829 0.4102 0.000
H 3.0274 3.8369 0.3023 0.000
H 1.5379 4.1520 1.2171 0.000
H -0.8135 5.4912 -1.8111 0.000
H -0.9163 4.9797 -0.1207 0.000
H -1.3525 3.8642 -1.3983 0.000
H 1.9266 6.0439 -2.5144 0.006
H 1.5021 4.7170 -3.6013 0.000
H 3.0374 4.6806 -2.7177 0.000
H 2.2533 2.0034 -2.0160 0.022
H 0.5177 1.9980 -2.4327 0.025
C 3.2874 -0.0830 4.2275 0.009
As 3.6840 1.0496 2.7341 0.049
C 5.5988 0.9643 2.5667 0.019
C 3.3319 2.8568 3.2536 0.001
S 3.0528 0.4975 0.7289 0.351
H 4.0902 0.1163 4.9359 0.001
H 3.2900 -1.1277 3.9306 0.000
H 2.3133 0.1765 4.6345 0.000
H 6.0552 1.4183 3.4456 0.003
H 5.9088 1.4942 1.6703 0.002
H 5.8987 -0.0784 2.4928 0.000
H 3.9200 3.0516 4.1501 0.000
H 2.2755 2.9682 3.4629 0.000
H 3.6350 3.5245 2.4541 0.000
```

***

No. 2
The following is a DFT calculation (wB97M-V/def2-TZVPD) of a 7-piece molecular cluster, C31H53BIN2O20 overall.

energy	-3150.038676	Eh
gap between HOMO and LUMO	3.241	eV
charge	-1
maximum force	3.374	eV/A
E_LUMO	0.059	Eh

The geometry in XYZ format:
```
108
Properties=species:S:1:pos:R:3:lowdin_charge:R:1
C 4.3678 -3.2833 2.9979 -0.147
C 4.4838 -1.7588 2.8566 -0.327
C 3.3400 -0.9468 3.5034 -0.658
I 3.0935 -1.5165 5.6506 0.606
C 2.0710 -0.9687 2.6411 -0.217
C 0.8839 -1.7236 3.2492 -0.254
C -0.2999 -1.9159 2.2738 -0.370
O 0.0280 -2.9424 1.3376 -0.046
C -1.5519 -2.2880 3.0920 -0.222
N -2.4726 -1.1171 3.1969 -0.006
B 1.6572 0.5507 2.4916 -0.693
N 1.3132 1.3758 3.6352 0.170
O 1.6303 1.1803 1.2332 0.060
H 5.3695 -3.7108 2.8510 0.059
H 3.7555 -3.6924 2.1921 0.059
H 4.0335 -3.6124 3.9807 0.000
H 5.4778 -1.4066 3.1750 0.092
H 4.4333 -1.5418 1.7987 0.061
H 3.6896 0.0964 3.5392 0.052
H 1.1376 -2.7353 3.5900 0.091
H 0.4717 -1.1561 4.1098 0.074
H -0.5317 -0.9979 1.7281 0.136
H -0.3152 -3.7814 1.6597 0.068
H -2.1042 -3.0884 2.5891 0.084
H -1.3034 -2.5481 4.1209 0.117
H -3.0058 -1.0323 2.3384 0.052
H -3.1474 -1.3299 3.9244 0.040
H 1.6760 2.3189 3.6208 0.060
H 1.4835 0.9192 4.5208 0.029
H 2.2815 0.7382 0.6776 0.085
C 3.6110 -6.3130 -2.6872 -0.023
C 4.5607 -5.2846 -2.1287 -0.334
C 5.3031 -5.7017 -0.8819 -0.101
O 5.5642 -4.4441 -0.2521 0.054
C 4.5854 -3.5806 -0.6457 -0.543
O 4.3928 -2.5146 -0.1718 0.175
O 3.8564 -4.1272 -1.6576 0.086
H 4.1549 -7.1600 -3.1009 0.082
H 2.9293 -6.6724 -1.9135 0.093
H 3.0018 -5.8756 -3.4739 0.067
H 5.2579 -4.9560 -2.9072 0.157
H 6.2337 -6.2264 -1.0900 0.134
H 4.6891 -6.3051 -0.2083 0.139
C 0.6409 3.5690 -0.4156 -0.016
C -0.6958 4.2389 -0.6012 -0.306
C -0.7740 5.2336 -1.7307 -0.085
O -1.8196 6.1203 -1.2731 0.057
C -1.8216 6.0751 0.0755 -0.578
O -2.4434 6.8208 0.7729 0.128
O -1.0327 5.0827 0.5296 0.087
H 0.8505 2.8940 -1.2447 0.097
H 1.4417 4.3102 -0.3531 0.092
H 0.6640 2.9942 0.5063 0.064
H -1.4809 3.4830 -0.6936 0.163
H -1.0389 4.7852 -2.6922 0.095
H 0.1448 5.8166 -1.8422 0.143
C -1.7156 9.1097 3.4503 -0.023
C -0.4271 8.3469 3.6171 -0.330
C -0.5538 6.9985 4.2813 -0.082
O 0.7438 6.8404 4.8779 0.069
C 1.2341 8.0775 5.1224 -0.569
O 2.2037 8.3084 5.7704 0.156
O 0.4635 9.0231 4.5267 0.075
H -2.3544 8.6213 2.7146 0.075
H -2.2551 9.1824 4.3966 0.087
H -1.5114 10.1282 3.1183 0.085
H 0.0843 8.2579 2.6545 0.159
H -0.7594 6.1912 3.5823 0.139
H -1.3020 6.9887 5.0779 0.139
C 0.8269 -4.1191 -6.7207 -0.019
C 2.1461 -4.7909 -7.0082 -0.329
C 2.1135 -5.8373 -8.0961 -0.096
O 3.1949 -6.6998 -7.7157 0.063
C 3.3366 -6.5994 -6.3688 -0.554
O 4.0183 -7.3078 -5.7032 0.164
O 2.5880 -5.5762 -5.8883 0.071
H 0.5318 -3.4815 -7.5541 0.090
H 0.0433 -4.8581 -6.5469 0.090
H 0.8988 -3.5083 -5.8214 0.094
H 2.9149 -4.0396 -7.2108 0.160
H 2.2801 -5.4303 -9.0908 0.137
H 1.1893 -6.4203 -8.0929 0.138
C -6.2675 -4.7152 5.5940 -0.025
C -5.5645 -4.6128 4.2634 -0.338
C -5.9383 -5.6752 3.2565 -0.103
O -4.7591 -5.7511 2.4489 0.061
C -3.7102 -5.3719 3.2298 -0.558
O -2.5712 -5.4872 2.9294 0.172
O -4.1551 -4.8446 4.4002 0.085
H -7.3267 -4.4800 5.4881 0.088
H -6.1688 -5.7191 6.0099 0.088
H -5.8255 -4.0243 6.3113 0.089
H -5.6978 -3.6113 3.8427 0.158
H -6.8012 -5.4095 2.6496 0.136
H -6.1065 -6.6521 3.7179 0.137
C -4.3512 7.2079 -5.2320 -0.019
C -3.0699 6.5388 -5.6616 -0.328
C -3.2217 5.4775 -6.7248 -0.092
O -2.0982 4.6257 -6.4589 0.070
C -1.8056 4.7478 -5.1416 -0.547
O -1.0476 4.0505 -4.5459 0.157
O -2.4971 5.7718 -4.5900 0.086
H -4.7450 7.8324 -6.0340 0.090
H -5.1043 6.4675 -4.9589 0.091
H -4.1788 7.8303 -4.3546 0.092
H -2.3342 7.2908 -5.9617 0.160
H -3.1732 5.8707 -7.7375 0.138
H -4.1354 4.8900 -6.6071 0.139
```

***

No. 3
The following is a DFT calculation (wB97M-V/def2-TZVPD) of C31H53Cl19N2S as an isolated structure.

energy	-10464.175064	Eh
gap between HOMO and LUMO	7.340	eV
maximum force	3.455	eV/A
E_LUMO	-0.044	Eh

The geometry in XYZ format:
```
106
Properties=species:S:1:pos:R:3:lowdin_charge:R:1
C 3.8233 1.4919 3.5551 -0.121
C 4.1397 0.0492 2.9117 -0.229
C 5.5136 0.2213 2.1217 -0.228
C 5.8990 -1.0287 1.2303 -0.212
C 5.2568 -0.9852 -0.2502 -0.181
C 6.3943 -1.1595 -1.3704 -0.210
C 6.4722 0.0821 -2.3602 -0.210
C 6.6649 1.4768 -1.5875 -0.182
C 5.3179 2.3354 -1.7213 -0.206
C 5.0378 3.2714 -0.4681 -0.221
C 3.6009 2.9639 0.1198 -0.255
C 2.4071 3.4740 -0.8190 -0.204
C 1.0515 3.0710 -0.0610 -0.209
C -0.1774 2.9949 -1.0786 -0.200
C -1.4924 3.6225 -0.4629 -0.205
C -2.1172 2.7974 0.7301 -0.183
C -2.9005 1.5185 0.3020 -0.175
C -4.2594 1.4962 -0.3587 -0.062
C -4.9701 0.2529 -0.7024 -0.236
C -4.3883 -1.1014 -0.3998 -0.374
N -4.8841 -2.3728 -0.6076 -0.237
S -3.6916 -3.3957 -0.0300 0.945
N -2.4976 -2.3501 0.4817 -0.240
C -3.0109 -1.0661 0.2456 -0.312
C -2.2763 0.2090 0.5999 -0.477
Cl -0.6888 0.0114 1.3990 0.651
H 4.2675 2.2932 2.8907 0.034
H 2.7065 1.6229 3.6137 0.070
H 4.2763 1.5291 4.5930 0.078
H 4.3012 -0.7270 3.7208 0.109
H 3.2822 -0.2286 2.2355 0.100
H 5.5374 1.1522 1.4838 0.076
H 6.3114 0.3258 2.9252 0.118
H 7.0306 -1.0385 1.1574 0.099
H 5.6347 -2.0062 1.7438 0.083
H 4.7127 -0.0050 -0.3611 0.079
H 4.4690 -1.7947 -0.3382 0.071
H 7.4242 -1.3120 -0.9298 0.102
H 6.1891 -2.0920 -1.9838 0.096
H 5.5505 0.1422 -3.0192 0.108
H 7.3582 -0.0049 -3.0605 0.101
H 6.7802 1.2553 -0.4820 0.092
H 7.5671 2.0467 -1.9575 0.110
H 4.4752 1.5877 -1.8056 0.090
H 5.3582 2.9717 -2.6500 0.090
H 5.8183 3.0248 0.3179 0.093
H 5.1351 4.3733 -0.6883 0.045
H 3.4285 3.4165 1.1325 0.040
H 3.4768 1.8439 0.2266 0.098
H 2.4692 2.9009 -1.7892 0.115
H 2.3744 4.5965 -0.9726 0.026
H 1.2077 2.0560 0.4237 0.079
H 0.8581 3.8450 0.7443 0.114
H 0.1150 3.6755 -1.9430 0.109
H -0.3092 1.9700 -1.5198 0.112
H -2.2374 3.8780 -1.2784 0.113
H -1.1849 4.6276 -0.0283 0.113
H -2.8467 3.4902 1.2585 0.123
H -1.3316 2.5404 1.5015 0.085
H -4.7829 2.4524 -0.6036 0.117
H -5.9894 0.2602 -1.1687 0.004
C 4.9440 -5.3983 0.8478 -1.011
Cl 3.5232 -4.3543 0.7236 0.519
Cl 6.3883 -4.6017 0.2105 0.529
H 5.1101 -5.6436 1.8937 0.027
H 4.7636 -6.3072 0.2796 0.025
C -3.1279 -6.9766 0.8707 -1.087
Cl -3.8005 -8.3492 1.7594 0.506
Cl -1.3657 -6.9270 1.0019 0.503
H -3.4015 -7.0687 -0.1784 -0.075
H -3.5376 -6.0569 1.2810 -0.013
C 4.1261 7.0413 -1.5946 -1.010
Cl 4.5918 5.8730 -2.8370 0.553
Cl 2.3751 7.0359 -1.3336 0.527
H 4.6241 6.7863 -0.6645 -0.049
H 4.4294 8.0346 -1.9154 0.029
C -8.2666 -3.0625 -1.5058 -1.033
Cl -8.3685 -1.3392 -1.1404 0.499
Cl -9.7756 -3.8950 -1.1037 0.528
H -8.0682 -3.1853 -2.5651 -0.062
H -7.4567 -3.4973 -0.9248 0.012
C -4.7355 -7.1932 -3.2653 -0.992
Cl -2.9984 -7.4985 -3.3693 0.525
Cl -5.1609 -6.4347 -1.7256 0.539
H -5.0274 -6.5305 -4.0764 0.016
H -5.2661 -8.1381 -3.3504 0.032
C -10.7668 -3.1298 2.7194 -1.028
Cl -10.8908 -1.4120 3.1225 0.513
Cl -12.2695 -3.9850 3.0836 0.506
H -10.5536 -3.2277 1.6576 -0.019
H -9.9607 -3.5704 3.3006 0.029
C -7.7813 0.5590 2.3897 -1.005
Cl -7.9196 2.0947 3.2559 0.509
Cl -6.2651 0.4681 1.4775 0.685
H -7.8104 -0.2557 3.1092 0.016
H -8.6145 0.4682 1.6971 0.006
C 4.6837 5.4717 2.9574 -0.969
Cl 6.4350 5.5998 2.7582 0.521
Cl 3.8367 5.8644 1.4565 0.611
H 4.4351 4.4529 3.2457 0.004
H 4.3650 6.1634 3.7330 0.030
C -5.6996 -2.0603 -4.4989 -0.950
Cl -6.7115 -3.5053 -4.6376 0.547
Cl -6.3117 -0.9442 -3.2676 0.577
H -4.6915 -2.3637 -4.2269 0.033
H -5.6854 -1.5510 -5.4592 0.029
```